Record 1
The following is a DFT calculation (the ωB97M-V functional and the def2-TZVPD basis) of a structure of composition C28H7Cl80FN3O2 at a distorted geometry.

The geometry in XYZ format:
```
121
Properties=species:S:1:pos:R:3:lowdin_charge:R:1
C -1.834 -0.679 2.310 0.0908
C -1.494 -0.823 1.034 -0.0830
C -1.144 -0.787 -0.558 -0.0981
C -1.508 0.721 -1.072 -0.0892
N -2.695 1.426 -0.541 0.1188
C -2.794 2.778 -1.111 -0.0255
C -1.530 2.792 -2.058 -0.0588
C -0.975 3.988 -2.990 -0.2851
O -1.738 4.533 -3.846 0.1077
N 0.485 4.360 -2.803 0.1642
C 0.870 4.215 -1.356 -0.3080
O 0.360 4.871 -0.409 0.0807
F 1.873 3.212 -0.998 -0.1062
N -0.754 1.526 -2.030 0.1646
H -2.292 -0.204 3.267 0.0369
H 0.009 -0.882 -0.659 0.0145
H -1.713 -1.605 -1.130 0.1268
H -3.372 1.077 0.169 0.1710
H -3.544 3.645 -0.943 0.0106
H 0.990 3.565 -3.270 0.1391
H 0.119 1.260 -2.531 0.0476
C -2.584 6.973 -0.130 -1.9106
Cl -2.774 5.240 -0.498 0.6629
Cl -1.391 7.682 -1.241 0.4901
Cl -4.146 7.797 -0.329 0.5637
Cl -2.023 7.163 1.545 0.5220
C 3.157 -0.721 0.039 -1.9493
Cl 4.795 -1.037 -0.573 0.5619
Cl 2.591 0.857 -0.563 0.5738
Cl 2.059 -2.002 -0.525 0.5017
Cl 3.180 -0.702 1.814 0.5233
C 2.859 -3.348 5.045 -1.9984
Cl 2.662 -4.068 3.430 0.4954
Cl 2.854 -1.574 4.907 0.4904
Cl 1.516 -3.860 6.089 0.4946
Cl 4.399 -3.885 5.750 0.5355
C 0.544 -0.627 -5.064 -1.9873
Cl 1.406 -1.825 -6.052 0.5501
Cl -0.973 -1.335 -4.463 0.5179
Cl 1.564 -0.154 -3.683 0.5345
Cl 0.180 0.806 -6.050 0.5395
C 2.355 -6.686 -0.164 -1.9930
Cl 2.163 -7.409 -1.777 0.5280
Cl 2.352 -4.913 -0.305 0.4595
Cl 1.009 -7.196 0.878 0.4942
Cl 3.893 -7.222 0.546 0.5049
C -1.344 -6.267 4.958 -1.9873
Cl -0.361 -6.982 3.660 0.4884
Cl -0.421 -6.285 6.477 0.5054
Cl -1.757 -4.590 4.534 0.4872
Cl -2.837 -7.210 5.157 0.5082
C -6.131 -5.781 3.419 -1.9685
Cl -7.320 -6.794 4.267 0.5459
Cl -6.967 -4.758 2.229 0.5002
Cl -5.287 -4.747 4.593 0.4654
Cl -4.946 -6.823 2.591 0.4689
C -0.838 -5.015 -7.281 -2.0246
Cl 0.800 -5.335 -7.894 0.5189
Cl -1.397 -3.438 -7.883 0.5000
Cl -1.941 -6.289 -7.843 0.5323
Cl -0.812 -4.995 -5.502 0.4850
C 1.618 8.899 -4.275 -1.9714
Cl 0.303 8.454 -3.162 0.4602
Cl 2.238 10.509 -3.846 0.5434
Cl 2.931 7.704 -4.147 0.4874
Cl 0.998 8.928 -5.941 0.5052
C -6.116 -5.830 -1.700 -1.9923
Cl -5.897 -6.566 -0.096 0.4596
Cl -7.108 -6.902 -2.715 0.5327
Cl -6.931 -4.259 -1.524 0.4708
Cl -4.528 -5.592 -2.465 0.5061
C -9.773 -1.201 -1.847 -2.0110
Cl -8.130 -1.539 -2.439 0.4730
Cl -10.306 0.384 -2.452 0.4899
Cl -10.883 -2.462 -2.428 0.5325
Cl -9.771 -1.187 -0.069 0.5147
C -5.430 0.049 5.261 -2.0134
Cl -4.690 1.100 4.029 0.4929
Cl -4.552 0.229 6.796 0.5321
Cl -7.130 0.514 5.492 0.5351
Cl -5.346 -1.644 4.725 0.4794
C -3.378 7.834 5.323 -2.0110
Cl -1.734 7.512 4.724 0.4488
Cl -3.930 9.411 4.717 0.5263
Cl -4.478 6.560 4.748 0.5047
Cl -3.368 7.851 7.100 0.5300
C 6.997 -9.915 -0.302 -2.0071
Cl 6.709 -8.913 1.138 0.4763
Cl 5.449 -10.242 -1.115 0.5127
Cl 8.082 -9.056 -1.418 0.4931
Cl 7.745 -11.452 0.186 0.5265
C -10.418 3.389 -5.532 -2.0204
Cl -8.943 2.398 -5.598 0.4999
Cl -11.545 2.860 -6.801 0.5244
Cl -11.187 3.201 -3.940 0.4907
Cl -9.997 5.097 -5.789 0.5183
C 10.563 -7.096 1.143 -2.0016
Cl 10.364 -8.827 0.782 0.4963
Cl 11.748 -6.390 0.023 0.4958
Cl 9.001 -6.266 0.953 0.4905
Cl 11.137 -6.902 2.815 0.5215
C 2.305 6.200 -8.579 -2.0080
Cl 2.836 6.671 -6.949 0.4448
Cl 0.926 5.083 -8.453 0.5027
Cl 1.813 7.649 -9.484 0.5241
Cl 3.643 5.395 -9.430 0.5224
C 2.176 8.618 4.856 -2.0009
Cl 1.660 10.086 5.716 0.5310
Cl 3.823 8.847 4.228 0.5199
Cl 2.155 7.237 5.975 0.4736
Cl 1.065 8.302 3.504 0.4760
C 12.973 -2.410 1.291 -2.0144
Cl 13.515 -1.944 2.919 0.5186
Cl 11.596 -3.526 1.421 0.4754
Cl 12.477 -0.957 0.393 0.5120
Cl 14.306 -3.212 0.430 0.5164
C 4.990 5.131 7.863 -2.0120
Cl 5.482 6.165 6.503 0.4999
Cl 5.613 5.813 9.381 0.5263
Cl 3.214 5.050 7.935 0.4829
Cl 5.649 3.496 7.633 0.5164
```

Kohn-Sham gap = 8.204 eV
LUMO = -3.860 eV
HOMO level = -12.06 eV
Total charge = +1
Molar mass = 3272.6 g mol⁻¹


Record 2
The following is a DFT calculation (the ωB97M-V functional and the def2-TZVPD basis) of a structure of composition C28H80Cs2N7O12S at a distorted geometry.

The geometry in XYZ format:
```
130
Properties=species:S:1:pos:R:3:lowdin_charge:R:1
O 1.233 0.307 3.626 0.2255
H 1.552 -0.628 3.630 0.0707
H 0.691 0.462 2.820 0.0490
H 0.716 0.499 4.415 0.1454
Cs -0.894 -0.536 -3.092 0.9257
Cs -3.280 -0.175 3.258 1.0336
S -0.596 -0.190 0.963 0.2185
O -0.071 -1.285 1.777 -0.3863
O 0.094 -0.290 -0.320 -0.4889
O -2.075 -0.319 0.794 -0.5961
O -0.282 1.055 1.661 -0.3720
C -3.095 2.714 -0.991 -0.0312
C -4.280 1.776 -1.442 -0.3966
C -4.866 2.142 -2.816 -0.1874
O -5.430 3.465 -2.771 -0.1782
C -5.907 3.893 -4.056 -0.0982
N -3.720 0.426 -1.441 0.0185
H -2.237 2.624 -1.655 0.0679
H -2.843 2.519 0.053 0.0672
H -3.507 3.721 -0.907 0.0799
H -5.048 1.809 -0.667 0.1265
H -5.629 1.379 -2.989 0.1218
H -4.139 2.047 -3.625 0.1224
H -6.664 4.673 -3.972 0.0884
H -6.004 3.117 -4.814 0.0868
H -5.147 4.527 -4.525 0.0779
H -3.155 0.334 -0.606 0.0051
H -4.451 -0.238 -1.218 0.0450
C 3.838 -1.122 1.755 -0.0228
C 3.379 -2.460 2.434 -0.3563
C 4.356 -3.116 3.436 -0.2013
O 3.888 -4.426 3.719 -0.1979
C 4.386 -4.962 4.967 -0.0829
N 2.144 -2.168 3.203 0.0446
H 3.808 -0.299 2.470 0.0750
H 3.108 -0.893 0.977 0.0591
H 4.820 -1.228 1.295 0.0863
H 3.203 -3.167 1.622 0.1333
H 4.446 -2.538 4.358 0.1238
H 5.374 -3.275 3.073 0.1297
H 5.222 -4.451 5.448 0.0852
H 4.792 -5.946 4.731 0.0861
H 3.599 -5.069 5.714 0.0834
H 1.563 -2.035 2.381 0.0342
H 1.865 -3.080 3.546 0.1017
C 1.099 -3.492 -0.840 -0.0676
C -0.358 -3.805 -0.695 -0.3957
C -0.837 -5.012 -1.560 -0.1771
O -0.745 -4.663 -2.938 -0.1806
C -1.008 -5.808 -3.703 -0.1148
N -0.586 -3.947 0.770 0.0488
H 1.689 -4.369 -0.570 0.0979
H 1.320 -2.621 -0.224 0.0562
H 1.357 -3.189 -1.857 0.0706
H -0.981 -2.975 -1.050 0.1049
H -1.866 -5.224 -1.264 0.1078
H -0.234 -5.891 -1.327 0.1303
H -0.199 -6.514 -3.508 0.0925
H -1.037 -5.628 -4.778 0.0911
H -1.958 -6.298 -3.478 0.0902
H 0.016 -4.641 1.193 0.0870
H -0.318 -3.047 1.145 0.0198
C -0.578 4.880 2.174 -0.0335
C 0.060 3.918 3.188 -0.4327
C 0.639 4.630 4.416 -0.1305
O 1.802 5.510 4.193 -0.1736
C 2.934 4.842 3.747 -0.1475
N -0.887 2.872 3.568 0.0323
H 0.207 5.558 1.840 0.0852
H -1.380 5.414 2.685 0.0870
H -1.038 4.377 1.324 0.0628
H 0.791 3.364 2.593 0.1101
H 1.033 3.930 5.156 0.1138
H -0.103 5.252 4.915 0.1309
H 3.144 3.846 4.144 0.0864
H 3.852 5.396 3.945 0.0917
H 2.921 4.733 2.659 0.0673
H -0.592 2.149 4.211 0.0410
H -0.894 2.363 2.694 0.0049
C -4.474 -5.128 0.043 -0.0525
C -4.374 -3.597 -0.026 -0.4125
C -5.737 -2.850 -0.032 -0.1939
O -5.598 -1.466 -0.062 -0.2233
C -6.843 -0.825 -0.100 -0.0929
N -3.433 -3.145 0.983 0.0557
H -5.424 -5.461 0.462 0.0761
H -3.689 -5.694 0.544 0.0784
H -4.399 -5.477 -0.988 0.0697
H -3.947 -3.428 -1.020 0.1238
H -6.369 -3.072 0.832 0.1280
H -6.238 -3.234 -0.924 0.1346
H -6.736 0.256 -0.005 0.0854
H -7.497 -1.219 0.680 0.0934
H -7.312 -0.994 -1.071 0.0997
H -2.543 -3.532 0.692 0.0153
H -3.226 -2.156 0.895 -0.0010
C 4.125 -1.810 -2.745 -0.0353
C 3.650 -0.399 -2.289 -0.4012
C 4.214 0.773 -3.191 -0.1631
O 5.614 0.599 -3.456 -0.1694
C 6.172 1.495 -4.372 -0.1269
N 2.202 -0.388 -2.464 -0.0315
H 3.667 -2.606 -2.159 0.0565
H 5.200 -1.689 -2.609 0.0751
H 3.788 -1.943 -3.773 0.0837
H 3.902 -0.192 -1.247 0.1132
H 3.794 1.652 -2.696 0.0968
H 3.674 0.756 -4.141 0.1240
H 5.979 2.542 -4.125 0.0831
H 5.684 1.517 -5.352 0.0822
H 7.231 1.348 -4.576 0.0913
H 1.781 -0.824 -1.653 0.0007
H 1.915 0.573 -2.308 0.0001
C 2.850 2.687 0.125 -0.0503
C 1.685 3.273 -0.596 -0.4056
C 2.002 4.431 -1.622 -0.1218
O 0.827 4.772 -2.403 -0.2071
C -0.226 5.480 -1.708 -0.0783
N 1.052 2.175 -1.312 0.0474
H 2.455 1.959 0.836 0.0722
H 3.461 3.357 0.731 0.0772
H 3.571 2.207 -0.538 0.0717
H 0.982 3.531 0.200 0.1086
H 2.807 4.124 -2.288 0.1203
H 2.269 5.367 -1.128 0.1183
H 0.136 6.166 -0.941 0.0848
H -0.862 4.764 -1.184 0.0538
H -0.854 5.985 -2.441 0.0909
H 0.876 1.410 -0.676 0.0157
H 0.202 2.425 -1.798 0.0599
```

Kohn-Sham gap = 7.911 eV
LUMO = -2.848 eV
HOMO level = -10.76 eV
Total charge = +1
Molar mass = 1004.9 g mol⁻¹